1.
# C3H8BrN2

An isolated ion of composition C3H8BrN2 and charge +1 (ωB97M-V/def2-TZVPD, OMol25).

The value obtained for the energy above the lowest of the compared OMol25 structures with the same formula, charge and spin is 0.432 eV. The total charge is +1. The value obtained for the LUMO energy is -3.94 eV. The energy comes out at -2802.3886 a.u. Its SMILES is CNC(=[NH2+])CBr.

Last column: Löwdin charge in e.
Cartesian coordinates (Å):
Br: -2.99471 0.31541 -0.18534  0.732
N: 0.71596 -1.36506 0.32880  0.234
N: 0.04098 0.82632 -0.23151  0.007
C: -0.18845 -0.40740 0.25840  -0.323
C: -1.61443 -0.75672 0.77771  -0.407
C: 1.27660 1.32821 -0.77183  -0.038
H: 2.02664 0.54960 -0.67230  0.068
H: 0.58243 -2.10407 0.92612  0.107
H: -0.77027 1.33869 -0.52559  0.066
H: -1.66646 -0.54177 1.78713  0.052
H: -1.85786 -1.79766 0.52502  0.083
H: 1.68304 -1.26076 -0.00083  0.147
H: 1.17537 1.50516 -1.89402  0.125
H: 1.59117 2.37006 -0.32177  0.147

2.
# C16H19NPS2Tl

C16H19NPS2Tl as an isolated structure (ωB97M-V/def2-TZVPD, OMol25).

The value obtained for the LUMO energy (spin up / spin down) is -1.01 / -1.30 eV. The energy comes out at -1986.0173 a.u.

Last column: Löwdin charge in e.
Cartesian coordinates (Å):
Tl: 1.80113 -1.96477 -1.73655  0.510
S: -0.34067 -0.61907 -0.62896  0.127
S: 2.10103 -2.04575 1.23062  0.109
P: 0.44006 -0.95593 1.20421  0.041
N: 0.42253 -0.77405 -3.64941  0.101
C: 2.01731 2.07947 3.44573  -0.081
C: 1.62673 1.29427 -4.01177  -0.050
C: -2.00645 -2.24184 1.72257  -0.104
C: -0.83073 -1.72406 2.24978  -0.380
C: -0.25596 1.64570 1.91013  -0.100
C: -1.53741 -2.38443 4.45717  -0.080
C: -2.94591 -2.83101 2.56149  -0.082
C: -2.71508 -2.90004 3.92647  -0.087
C: 1.04671 3.06388 3.35038  -0.088
C: 1.85271 0.87187 2.77608  -0.112
C: 0.78220 -0.11341 -5.93330  -0.043
C: -0.09062 2.84694 2.57905  -0.082
C: 0.50817 0.35135 -4.49307  -0.758
C: -0.86019 1.06308 -4.39708  -0.038
C: -0.59978 -1.80082 3.62298  -0.090
C: 0.71552 0.64938 2.00970  -0.390
H: -1.13762 1.21447 -3.35421  0.072
H: -3.45077 -3.35125 4.57998  0.101
H: -0.78315 2.03375 -4.89034  0.088
H: 1.61345 2.20894 -4.60625  0.087
H: -3.85992 -3.23402 2.14463  0.102
H: 0.32066 -1.40666 4.03811  0.106
H: -1.63616 0.47498 -4.88505  0.083
H: 2.90767 2.24854 4.03770  0.102
H: 0.81591 0.76153 -6.58508  0.089
H: -1.13589 1.47952 1.30030  0.090
H: -2.18437 -2.17905 0.65689  0.063
H: 1.17337 4.00176 3.87618  0.101
H: -0.00512 -0.78200 -6.27934  0.081
H: -0.84556 3.61825 2.49582  0.102
H: 1.47780 1.55442 -2.96319  0.081
H: 1.73813 -0.63307 -5.99464  0.081
H: -1.35042 -2.43921 5.52183  0.103
H: 2.60891 0.09941 2.83417  0.063
H: 2.60175 0.81892 -4.12372  0.079

3.
# C18H27F3GaN2O

C18H27F3GaN2O as an isolated structure (ωB97M-V/def2-TZVPD, OMol25).

The total charge is -1. The value obtained for the LUMO energy is 3.02 eV. The energy comes out at -3111.1859 a.u.

Last column: Löwdin charge in e.
Cartesian coordinates (Å):
Ga: 0.39808 0.05881 -0.12322  0.453
F: 1.95496 -2.35788 1.44154  0.100
F: 3.31163 -3.72464 0.37330  0.013
F: 3.63101 -1.56106 0.15312  0.069
O: -2.21539 -1.63420 1.89332  0.023
N: 0.10557 -7.61102 -0.30456  0.104
N: 2.73257 2.31402 1.74365  -0.041
C: 0.30107 -1.89426 -0.85859  -0.255
C: 0.89621 2.07079 -2.40281  -0.307
C: -4.74552 0.91493 -1.07204  -0.085
C: 0.64384 -6.88558 0.40429  -0.275
C: -0.26053 1.44603 -1.53122  -0.288
C: 1.33810 -5.95099 1.31971  -0.056
C: 2.05219 3.22721 0.80911  -0.301
C: -3.70844 0.06763 -0.50675  -0.024
C: 2.62560 -2.49476 0.26155  -0.544
C: -4.81700 2.26518 1.05598  -0.098
C: -3.77590 1.43504 1.63388  -0.035
C: -5.29404 2.00980 -0.29090  -0.109
C: -3.22530 0.34284 0.82744  -0.131
C: 1.61514 3.33258 -1.78343  -0.225
C: 2.68304 3.01339 -0.63877  -0.217
C: 1.71400 -2.58160 -0.99899  -0.177
C: -2.07214 -0.48688 1.51578  -0.458
C: -0.72707 0.27482 1.62366  -0.169
H: -5.24126 3.10198 1.65343  0.088
H: 3.16075 2.01416 -0.75790  0.081
H: -0.09319 -1.77657 -1.91068  0.044
H: -6.09021 2.67082 -0.70250  0.087
H: 2.14819 -6.46914 1.83206  0.081
H: 3.74548 2.37056 1.68653  0.059
H: -0.17510 -0.02256 2.54740  0.060
H: -5.11893 0.74959 -2.10594  0.091
H: 1.59685 -3.66220 -1.27917  0.105
H: -0.93245 2.20739 -1.05199  0.041
H: 2.23005 3.79587 -2.61168  0.091
H: -3.29794 -0.77809 -1.09856  0.116
H: 0.63602 -5.56731 2.05959  0.087
H: 2.23096 -2.09119 -1.86805  0.119
H: 1.74993 -5.11792 0.75680  0.041
H: 1.67599 1.30262 -2.66885  0.096
H: 0.95202 2.99927 0.74406  0.092
H: 0.91597 4.13323 -1.43426  0.103
H: -0.91525 0.85675 -2.23901  0.032
H: -0.43908 -2.50271 -0.27842  0.042
H: 2.18328 4.29820 1.13623  0.097
H: 0.44283 2.40448 -3.37738  0.085
H: 3.51941 3.77055 -0.72550  0.093
H: -0.97310 1.37184 1.67420  0.043
H: 2.38618 2.38365 2.69687  0.058
H: -3.40073 1.61229 2.66856  0.112
H: 1.94169 0.35427 0.10912  -0.013

4.
# C24H35Cl33NO3

A 12-piece molecular cluster, C24H35Cl33NO3 overall (ωB97M-V/def2-TZVPD, OMol25).

The value obtained for the LUMO energy (spin up / spin down) is 0.03 / -0.14 eV. The energy comes out at -16402.0613 a.u. As for the spin multiplicity: 2. Its expectation value of S² is 0.754.

Last column: Löwdin charge in e.
Cartesian coordinates (Å):
Cl: 7.40635 -1.21888 -3.88326  0.525
Cl: 5.14956 -0.48962 -2.19978  0.463
Cl: -3.84351 -4.66637 4.85302  0.505
Cl: 7.35701 1.37200 -2.56131  0.513
Cl: 3.49089 2.17843 6.57855  0.539
Cl: 3.43278 5.49920 -4.36465  0.524
Cl: -1.54389 4.61647 -5.82082  0.498
Cl: 1.12267 0.12627 -8.43969  0.501
Cl: -2.52498 -3.74065 9.67763  0.526
Cl: 4.98119 -4.95521 -1.27882  0.531
Cl: 0.13897 -3.17003 -7.15264  0.498
Cl: -1.44736 -3.34104 7.00706  0.508
Cl: -6.50719 -0.73600 0.96137  0.531
Cl: -2.97349 -5.74623 7.61815  0.492
Cl: 5.47263 4.27488 6.92942  0.521
Cl: -1.91371 -1.32163 -6.24160  0.510
Cl: 5.36027 2.79105 4.43041  0.534
Cl: -2.03797 -4.55033 2.57667  0.550
Cl: -4.06986 -2.49817 2.93060  0.549
Cl: -4.09686 5.01114 -4.48127  0.513
Cl: 1.13038 -2.18603 -3.88499  0.522
Cl: 2.24933 2.60111 -9.47125  0.508
Cl: -0.39096 2.59523 -8.23877  0.505
Cl: 2.15165 -0.07822 -2.15943  0.514
Cl: 3.97182 2.67302 -3.97074  0.486
Cl: 3.61803 3.71506 -6.65449  0.497
Cl: 5.49757 -3.41946 1.13723  0.523
Cl: -1.65380 6.04801 -3.29066  0.518
Cl: -2.64249 -4.01628 -7.06121  0.521
Cl: -7.83096 -3.25576 1.55546  0.529
Cl: 1.79655 0.41083 -5.00276  0.516
Cl: 3.35178 -2.62744 -0.65863  0.521
Cl: -5.49645 -3.21820 -0.17858  0.511
O: -2.22800 1.94742 -2.24484  0.042
O: -1.20944 0.98121 -0.46257  -0.057
O: -0.43552 2.30761 4.22921  -0.018
N: -0.05524 1.20275 3.62844  -0.126
C: 1.17453 -0.44319 -3.58921  -1.486
C: 4.25462 -3.99098 0.01445  -1.503
C: -2.36870 1.22855 -1.22524  -0.398
C: 0.87880 1.53530 2.53199  -0.408
C: -2.36178 4.74565 -4.25619  -1.536
C: -6.94081 -2.33372 0.33669  -1.525
C: -1.84659 -4.53469 8.25013  -1.525
C: -1.23122 0.38283 3.26449  -0.420
C: 0.73234 -2.00531 0.79911  -0.118
C: -3.83717 0.73361 -0.88862  -0.014
C: 1.04112 0.49729 1.33748  -0.069
C: -0.06934 -0.63716 1.17822  -0.358
C: -1.54353 -2.65808 -7.34077  -1.540
C: 0.76237 1.67575 -9.21422  -1.519
C: 0.67262 3.01678 1.89384  -0.042
C: 4.22510 4.06367 -5.02969  -1.527
C: -0.90660 -0.98952 2.49944  -0.098
C: -1.06198 -0.41208 -0.09385  -0.118
C: -1.87666 -0.09025 4.69111  -0.051
C: 4.41521 3.45391 5.77286  -1.533
C: 2.35042 1.63969 3.23589  -0.077
C: 6.89530 -0.33214 -2.44020  -1.520
C: -3.67593 -4.20878 3.15390  -1.486
C: -2.44010 1.21897 2.57094  -0.014
H: -4.01845 -0.22187 -1.50532  0.102
H: 5.29267 4.26123 -5.09520  0.016
H: 0.93171 3.82183 2.64969  0.085
H: -0.35490 3.16937 1.43955  0.075
H: -2.69136 -0.84044 4.40435  0.034
H: -1.68290 -2.30967 -8.36162  0.015
H: -0.59758 -0.96938 -0.98207  0.119
H: -2.98244 1.83954 3.37332  0.097
H: 7.39981 -0.76237 -1.57790  0.016
H: -4.37592 -4.80064 2.56772  0.010
H: -0.21604 -1.60297 3.18159  0.137
H: -1.87116 -1.56069 2.23904  0.046
H: -2.33612 0.80070 5.24930  0.091
H: -4.61436 1.49822 -1.19482  0.102
H: -7.58558 -2.19852 -0.52866  0.017
H: -2.22543 3.80827 -3.71948  -0.020
H: 1.42347 3.14129 1.02921  0.096
H: 3.56111 -4.62327 0.56446  0.020
H: 2.04887 -0.04404 1.47113  0.111
H: -2.02799 -0.95455 0.16373  0.129
H: 1.12028 -1.99997 -0.27775  -0.013
H: -3.20132 0.45351 2.20670  0.063
H: -3.92884 0.46664 0.21013  0.030
H: 1.17719 1.10904 0.37232  0.104
H: 0.15791 -0.10086 -3.40447  0.011
H: -0.93022 -5.04142 8.54382  0.016
H: 2.81550 0.60287 3.36366  0.090
H: -1.01185 -0.56739 5.26140  0.081
H: 0.31269 1.47673 -10.18426  0.015
H: -2.08864 1.92291 1.75652  0.072
H: 3.71538 4.18370 5.37154  0.019
H: 2.13261 2.01150 4.29675  0.034
H: 3.02781 2.38229 2.70592  0.069
H: 0.00983 -2.87809 1.00710  0.074
H: 1.59451 -2.14575 1.53958  0.079

5.
# C6H13N4O3PS

C6H13N4O3PS in the gas phase (ωB97M-V/def2-TZVPD, OMol25).

The value obtained for the energy above the lowest of the compared OMol25 structures with the same formula, charge and spin is 0.811 eV. The value obtained for the LUMO energy is 0.76 eV. The energy comes out at -1420.6600 a.u. Its SMILES is CCOP(=S)(OCC)n1nnn(C)c1=O.

Last column: Löwdin charge in e.
Cartesian coordinates (Å):
S: -0.68872 1.27387 2.14005  0.276
P: -0.26790 0.72002 0.31505  0.251
O: 1.23467 0.81120 -0.14082  -0.267
O: -1.18579 1.45634 -0.76570  -0.288
O: 1.88047 -2.20816 0.15733  0.145
N: -1.46050 -2.92236 -0.17572  0.035
N: -1.52958 -1.69416 -0.12868  -0.084
N: -0.14856 -3.35347 -0.01315  -0.122
N: -0.43150 -1.01385 0.00407  -0.085
C: 0.73629 -2.41555 0.13107  -0.353
C: -2.52673 1.90643 -0.66881  -0.269
C: 3.61593 1.02331 0.39096  -0.083
C: -2.65585 2.67430 -2.03091  -0.083
C: 2.21654 1.72770 0.29734  -0.279
C: 0.23306 -4.72301 -0.37029  -0.008
H: 2.47741 2.52984 -0.46176  0.133
H: -3.31463 1.22260 -0.59671  0.096
H: -0.12114 -5.52770 0.35244  0.111
H: -3.55195 3.40893 -2.20094  0.105
H: 3.67623 0.42702 1.41074  0.116
H: 1.29576 -4.70676 -0.78159  0.116
H: 4.37489 1.75806 0.51157  0.047
H: 3.86485 0.39402 -0.45112  0.066
H: -1.74322 3.30012 -2.10937  0.073
H: -2.65491 2.67023 0.09336  0.101
H: -0.30128 -4.88158 -1.33697  0.090
H: -2.68348 2.05193 -2.92376  0.060
H: 2.01276 2.08596 1.34407  0.100

6.
# C6H11NO2

C6H11NO2 as an isolated structure (ωB97M-V/def2-TZVPD, OMol25).

The value obtained for the energy above the lowest of the compared OMol25 structures with the same formula, charge and spin is 4.695 eV. The value obtained for the LUMO energy is 0.67 eV. The energy comes out at -440.3147 a.u.

Last column: Löwdin charge in e.
Cartesian coordinates (Å):
O: 2.15338 -0.07548 1.68714  0.068
O: 0.07447 -0.78453 1.32695  0.027
N: 2.86993 1.85416 -0.73913  0.014
C: -1.71523 0.46104 0.11670  -0.069
C: 1.20324 -0.14183 0.96505  -0.371
C: -0.97985 -0.82246 0.36535  -0.513
C: -2.33771 -0.63062 0.95763  -0.056
C: 1.65628 1.42516 -1.02535  -0.085
C: -0.74372 -1.81768 -0.74140  -0.001
H: -1.36439 1.34361 0.63292  0.105
H: -0.56264 -2.80797 -0.32159  0.091
H: 1.25404 0.31197 -0.30520  0.042
H: -2.09946 0.64039 -0.87796  0.107
H: -3.15640 -1.20419 0.54564  0.105
H: 0.89601 2.18397 -0.79664  0.045
H: 3.65561 1.23192 -0.85823  0.102
H: 0.11873 -1.52897 -1.34452  0.081
H: 3.08039 2.70134 -0.22000  0.108
H: -1.61550 -1.87088 -1.39236  0.089
H: -2.38716 -0.46892 2.02500  0.110